Record 1
21
Properties=species:S:1:pos:R:3:lowdin_spin:R:1 method="wB97M-V/def2-TZVPD" e_above_lowest_ev=0.287 orbital_gap_ev="5.118 / 9.992" spin_multiplicity=2 lumo_ev="1.118 / 0.932"
H -1.01 1.85 -0.60 0.0099
H -0.05 0.92 1.96 0.0032
N 0.48 0.26 -2.09 0.1264
H 2.22 1.05 0.56 0.0048
H -0.42 -0.09 -2.38 0.0161
H 0.05 -2.83 1.50 0.0013
H 2.50 -0.26 -0.44 0.0334
C -0.13 1.77 1.29 0.0188
C 0.71 0.84 -0.85 0.4667
H -2.59 -1.66 0.41 0.0008
H 1.25 -0.02 -2.66 0.0101
H -1.12 -1.44 -0.54 0.0036
C -0.87 -2.25 1.53 0.0020
H -1.01 2.33 1.52 0.0000
H -1.42 -2.56 2.40 0.0001
N -0.35 1.31 -0.08 0.1375
H 0.72 2.45 1.35 0.0074
C -1.59 -2.07 0.21 0.0064
H -0.46 -1.29 1.87 0.0005
N 1.97 0.59 -0.29 0.1509
H -1.79 -3.06 -0.21 0.0003

Record 2
20
Properties=species:S:1:pos:R:3:lowdin_spin:R:1 method="wB97M-V/def2-TZVPD" e_above_lowest_ev=4.011 orbital_gap_ev="8.297 / 5.654" spin_multiplicity=2 lumo_ev="-11.059 / -13.645" total_charge=+2
H -0.46 2.30 -2.89 0.0012
C 0.26 -1.43 1.03 0.0145
C -0.52 0.58 2.40 0.0053
H 1.27 0.52 1.34 0.0124
H -1.00 -1.92 -0.78 0.0835
H -1.25 0.86 1.62 0.0009
H 0.22 2.26 -1.31 0.0006
H -0.08 0.00 -3.20 0.0200
N 0.01 1.74 -2.17 0.0174
H 1.21 -0.60 -0.86 0.0052
N 0.24 -0.28 -1.07 0.5796
H 1.21 -0.66 2.72 0.0004
C 0.67 -0.22 1.89 0.0291
H -1.52 -0.45 0.06 0.0287
H -0.22 1.53 2.83 0.0006
H -1.11 0.08 3.19 0.0023
H 1.13 -2.00 0.64 -0.0008
H -0.28 -2.13 1.68 -0.0006
C 0.06 0.46 -2.21 0.0679
C -0.62 -1.05 -0.17 0.1319